Entry 1:
Computed, not measured: a molecular structure, C2H3BrClF at a distorted geometry, with wB97M-V/def2-TZVPD.

CARTESIAN COORDINATES (ANGSTROEM)
C1 -0.844 -0.303 -0.179
C2 0.603 0.172 -0.050
F1 0.759 0.485 1.764
Cl1 1.017 1.687 -0.674
Br1 1.935 -1.102 -0.213
H1 -1.116 -0.376 -1.263
H2 -0.927 -1.045 0.553
H3 -1.427 0.482 0.062

Atomic forces in eV per Å
C 2.92 0.40 -2.16
C -0.51 0.45 3.43
F -0.60 -0.61 -3.50
Cl -0.11 0.39 -0.24
Br 0.32 -0.54 -0.18
H 0.54 -1.17 0.88
H -0.64 -1.72 0.32
H -1.91 2.80 1.45

Results
* total charge: 0
* DFT total energy: -3212.00686 hartree
* LUMO level: 0.05 eV
* energy relative to the best compared isomer or geometry (same formula, charge and spin): 39.7 kcal/mol
* orbital gap: 11.09 eV

---

Entry 2:
Computed, not measured: a single C21H20O10 molecule at a distorted geometry, with wB97M-V/def2-TZVPD.

CARTESIAN COORDINATES (ANGSTROEM)
C1 1.027 5.072 2.513
H1 1.365 6.106 2.456
O1 0.660 4.728 1.200
C2 0.145 3.478 0.964
C3 0.029 2.507 1.949
C4 -0.476 1.247 1.679
C5 -0.888 0.924 0.399
C6 -0.792 1.891 -0.588
C7 -0.283 3.162 -0.341
O2 -0.252 3.962 -1.441
C8 0.060 5.335 -1.348
H2 -0.083 5.724 -2.356
H3 1.094 5.497 -1.039
H4 -0.609 5.855 -0.660
H5 -1.119 1.686 -1.596
C9 -1.464 -0.437 0.059
C10 -1.051 -1.500 1.048
C11 -1.868 -2.072 1.965
O3 -3.154 -1.718 2.134
H6 -3.486 -2.300 2.850
C12 -1.384 -3.144 2.848
O4 -2.150 -3.632 3.673
C13 -0.012 -3.523 2.611
C14 0.721 -2.879 1.675
O5 0.239 -1.888 0.925
C15 2.144 -3.226 1.302
H7 2.567 -3.911 2.045
O6 2.221 -3.771 0.003
H8 1.749 -4.611 -0.026
H9 2.743 -2.312 1.268
H10 0.410 -4.322 3.198
C16 -1.012 -0.898 -1.306
C17 -1.830 -1.406 -2.256
O7 -3.167 -1.494 -2.120
H11 -3.474 -1.882 -2.968
C18 -1.292 -1.915 -3.529
O8 -2.076 -2.359 -4.365
C19 0.141 -1.839 -3.626
C20 0.870 -1.311 -2.616
O9 0.328 -0.839 -1.490
C21 2.382 -1.243 -2.612
O10 2.970 -2.514 -2.539
H12 2.747 -2.926 -1.689
H13 2.733 -0.803 -3.550
H14 2.694 -0.604 -1.775
H15 0.630 -2.215 -4.509
H16 -2.558 -0.390 0.061
H17 -0.551 0.529 2.481
H18 0.343 2.727 2.957
H19 0.177 5.008 3.200
H20 1.845 4.446 2.882

Atomic forces in eV per Å
C 0.06 0.06 0.20
H -0.01 -0.07 0.07
O -0.15 -0.29 -0.36
C 0.02 0.12 0.01
C 0.05 0.16 0.03
C -0.05 -0.04 -0.12
C 0.04 0.18 0.12
C 0.09 0.24 0.19
C -0.10 -0.14 -0.02
O 0.03 -0.34 0.13
C 0.09 0.49 -0.11
H 0.00 0.00 0.08
H -0.11 0.00 -0.04
H 0.05 -0.02 -0.05
H -0.02 -0.02 -0.18
C 0.41 -0.26 -0.09
C -1.08 -0.04 0.36
C 0.43 -0.07 -0.09
O -0.06 0.01 0.04
H 0.14 0.10 -0.16
C -0.18 0.27 -0.21
O 0.08 0.01 -0.05
C 0.14 0.19 -0.16
C 0.22 -0.45 0.28
O 0.23 -0.07 0.09
C -0.20 0.26 0.30
H -0.09 0.14 -0.03
O -0.01 -0.18 -0.35
H 0.01 0.04 -0.01
H -0.05 -0.09 0.12
H 0.13 -0.08 0.02
C -1.00 -0.25 -0.17
C 0.32 0.08 -0.02
O 0.02 0.00 -0.02
H 0.14 0.07 0.16
C -0.04 0.09 0.30
O 0.03 0.02 0.01
C -0.02 0.16 0.23
C 0.19 -0.20 -0.53
O 0.11 0.10 -0.10
C -0.15 0.23 0.10
O 0.13 -0.36 0.08
H -0.01 0.05 -0.05
H -0.09 0.04 0.14
H -0.06 0.03 -0.15
H 0.13 -0.02 -0.08
H 0.14 -0.09 -0.03
H 0.00 -0.10 0.09
H 0.05 0.08 0.08
H 0.04 -0.02 -0.02
H -0.05 0.01 0.00

Results
* total charge: 0
* DFT total energy: -1564.57733 hartree
* LUMO level: 0.06 eV
* energy relative to the best compared isomer or geometry (same formula, charge and spin): 50.5 kcal/mol
* orbital gap: 8.36 eV
* SMILES: COc1ccc(C(c2oc(CO)cc(=O)c2O)c2oc(CO)cc(=O)c2O)cc1OC

---

Entry 3:
Computed, not measured: 3 unconnected molecules or ions with the total composition C4H14NO3 at a distorted geometry, with wB97M-V/def2-TZVPD.

CARTESIAN COORDINATES (ANGSTROEM)
C1 -0.905 2.143 -0.519
N1 -0.554 1.639 0.833
C2 -1.469 0.573 1.238
C3 -1.625 -0.624 0.358
C4 -0.309 -1.430 0.158
O1 0.711 -0.565 -0.126
H1 -1.963 2.531 -0.365
H2 -0.622 1.584 -1.424
H3 -0.431 3.146 -0.592
H4 0.361 1.261 0.860
H5 -2.520 0.915 1.553
H6 -1.038 0.207 2.233
H7 -2.416 -1.322 0.600
H8 -1.945 -0.134 -0.575
H9 -0.112 -2.128 0.954
H10 -0.588 -2.142 -0.745
H11 2.962 -0.216 1.638
H12 1.941 -0.977 0.533
O2 2.812 -1.025 1.107
H13 0.647 -0.822 -1.605
H14 1.648 -0.803 -2.851
O3 0.744 -0.521 -2.683

Atomic forces in eV per Å
C -0.16 2.39 1.59
N -2.20 0.42 -0.85
C -0.18 -0.57 3.75
C 0.71 -0.02 -1.31
C -1.93 0.08 -2.27
O 0.26 -1.19 -0.58
H 0.70 -1.17 -0.96
H -0.56 -0.27 0.47
H 0.33 -0.52 -0.23
H 0.82 -0.55 -0.40
H 1.36 0.27 -0.69
H -0.48 0.40 -0.92
H -0.48 0.03 0.60
H 0.25 -0.77 -0.41
H 0.11 -0.21 1.00
H 0.59 0.80 1.12
H -0.63 -0.76 -0.83
H 0.36 0.98 0.56
O 0.73 -0.06 0.55
H 0.68 1.88 -2.00
H -0.01 0.08 -0.10
O -0.27 -1.20 1.89

Results
* total charge: -1
* DFT total energy: -441.26268 hartree
* LUMO level: 4.05 eV
* energy relative to the best compared isomer or geometry (same formula, charge and spin): 35.2 kcal/mol
* orbital gap: 8.30 eV

---

Entry 4:
Computed, not measured: a single C3H6O2 molecule, with wB97M-V/def2-TZVPD.

CARTESIAN COORDINATES (ANGSTROEM)
C1 1.418 -0.722 -1.216
O1 0.481 -0.487 -0.192
C2 -1.308 0.223 1.549
C3 -1.084 0.970 0.475
O2 -0.401 0.556 -0.638
H1 2.259 -1.181 -0.690
H2 1.031 -1.413 -1.973
H3 1.749 0.211 -1.682
H4 -1.764 0.647 2.435
H5 -0.999 -0.814 1.567
H6 -1.382 2.010 0.364

Atomic forces in eV per Å
C 0.17 -0.06 -0.16
O 0.03 -0.20 0.07
C 0.06 0.07 -0.08
C -0.09 0.00 0.23
O 0.05 0.12 0.10
H -0.06 0.00 -0.17
H 0.00 0.15 0.03
H -0.07 -0.08 0.10
H -0.12 0.01 -0.23
H 0.03 0.18 0.13
H -0.01 -0.19 -0.02

Results
* total charge: 0
* DFT total energy: -268.24315 hartree
* LUMO level: 1.11 eV
* energy relative to the best compared isomer or geometry (same formula, charge and spin): 101.7 kcal/mol
* orbital gap: 10.11 eV
* SMILES: C=COOC

---

Entry 5:
Computed, not measured: a molecular structure, C13H13KN4OS at a distorted geometry, with wB97M-V/def2-TZVPD.

CARTESIAN COORDINATES (ANGSTROEM)
K1 8.251 -5.617 10.976
N1 12.213 -7.197 13.326
C1 11.351 -6.670 12.395
S1 9.945 -7.606 12.155
N2 11.846 -5.600 11.777
N3 11.099 -4.997 10.812
C2 11.637 -3.949 10.240
C3 13.095 -3.495 10.430
C4 13.480 -2.170 10.041
C5 14.750 -1.733 10.154
C6 15.720 -2.552 10.784
C7 15.368 -3.834 11.095
C8 14.075 -4.308 10.940
C9 10.765 -3.207 9.309
C10 11.190 -2.341 8.250
C11 10.302 -1.522 7.553
C12 8.976 -1.779 7.690
C13 8.596 -2.705 8.650
N4 9.420 -3.335 9.489
H1 11.908 -7.972 13.883
H2 13.140 -6.833 13.483
H3 12.760 -1.425 9.721
H4 14.989 -0.720 9.795
H5 16.731 -2.123 10.862
H6 16.039 -4.552 11.559
H7 13.796 -5.327 11.217
H8 12.264 -2.208 8.093
H9 10.745 -0.769 6.913
H10 8.218 -1.321 7.084
H11 7.515 -2.896 8.799
O1 5.612 -6.408 10.351
H12 5.113 -5.922 9.686
H13 4.953 -6.789 10.931

Atomic forces in eV per Å
K 0.10 0.47 -0.32
N -0.09 0.32 -0.03
C 0.86 -0.29 -0.21
S -0.36 -0.23 0.06
N -0.33 0.11 -0.05
N 0.15 0.32 0.62
C 1.32 -0.60 0.36
C -1.66 1.23 -0.76
C -1.48 -0.65 0.44
C 1.63 0.32 0.70
C 0.30 1.34 -1.39
C 0.41 -0.81 0.90
C -0.17 -0.73 -0.20
C -1.31 0.87 -1.37
C 0.68 -0.12 1.18
C 1.74 -0.87 0.13
C -1.13 -0.21 0.19
C -0.46 -0.19 0.50
N 0.24 -0.10 -0.33
H -0.11 -0.06 -0.13
H -0.23 0.27 -0.16
H -0.01 -0.40 0.09
H 0.05 -0.51 0.39
H -0.43 -0.61 0.26
H 0.36 0.37 -0.15
H 0.42 0.58 -0.12
H -0.66 -0.22 -0.20
H -0.36 -0.06 -0.25
H -0.17 0.35 -0.07
H 0.66 0.06 -0.08
O 0.22 0.29 -0.19
H -0.02 -0.07 0.01
H -0.18 -0.17 0.18

Results
* total charge: 0
* DFT total energy: -1795.57603 hartree
* LUMO level: -0.44 eV
* energy relative to the best compared isomer or geometry (same formula, charge and spin): 19.8 kcal/mol
* orbital gap: 6.42 eV

---

Entry 6:
Computed, not measured: a single C13H20N4O4S molecule at a distorted geometry, with wB97M-V/def2-TZVPD.

CARTESIAN COORDINATES (ANGSTROEM)
C1 4.714 3.247 1.216
H1 3.799 3.673 1.622
C2 4.411 2.395 -0.010
C3 3.473 1.239 0.331
C4 3.185 0.370 -0.895
N1 2.343 -0.767 -0.582
C5 0.995 -0.739 -0.387
O1 0.402 -1.766 -0.106
N2 0.369 0.465 -0.575
C6 -1.007 0.786 -0.492
O2 -1.331 1.930 -0.707
N3 -1.805 -0.252 -0.180
C7 -3.190 -0.253 -0.038
N4 -3.686 -1.450 0.249
C8 -4.991 -1.573 0.407
C9 -5.889 -0.520 0.289
C10 -5.352 0.730 -0.015
C11 -3.990 0.880 -0.183
H2 -3.549 1.833 -0.417
H3 -6.005 1.585 -0.118
C12 -7.361 -0.710 0.473
H4 -7.892 -0.464 -0.446
H5 -7.588 -1.738 0.742
H6 -7.733 -0.052 1.257
H7 -5.333 -2.573 0.641
H8 -1.356 -1.157 -0.020
H9 0.931 1.277 -0.788
S1 3.132 -2.117 0.159
O3 4.517 -1.950 -0.158
O4 2.766 -2.159 1.535
C13 2.528 -3.555 -0.736
H10 3.113 -4.398 -0.389
H11 2.704 -3.374 -1.788
H12 1.477 -3.683 -0.517
H13 4.123 -0.061 -1.253
H14 2.738 0.947 -1.711
H15 2.542 1.633 0.746
H16 3.930 0.602 1.091
H17 3.955 3.019 -0.783
H18 5.342 1.992 -0.413
H19 5.386 4.061 0.958
H20 5.183 2.644 1.989

Atomic forces in eV per Å
C 0.02 -0.05 -0.25
H -0.07 0.07 0.09
C -0.17 -0.10 0.27
C 0.18 0.11 -0.38
C 0.42 0.35 0.23
N 0.63 -0.91 0.20
C -0.68 -0.11 -0.13
O -0.41 -0.11 0.19
N 0.40 0.31 -0.10
C 0.18 -0.18 -0.02
O -0.13 0.29 -0.04
N 0.25 -0.46 0.10
C -0.55 0.17 0.01
N 0.58 0.00 -0.06
C -0.30 0.20 -0.01
C 0.11 0.07 -0.02
C 0.13 -0.37 0.06
C 0.02 0.08 -0.02
H 0.03 0.03 -0.01
H -0.04 0.09 -0.01
C 0.02 0.04 -0.02
H -0.11 -0.03 -0.02
H -0.09 -0.05 0.02
H -0.10 -0.02 0.05
H -0.15 -0.06 0.03
H -0.02 0.22 -0.06
H -0.18 -0.08 0.06
S -0.08 -0.29 -0.21
O 0.16 0.11 -0.38
O -0.32 -0.14 0.08
C 0.03 0.63 0.38
H 0.20 -0.04 0.12
H 0.03 0.02 -0.19
H -0.05 0.00 0.00
H -0.10 0.25 -0.13
H 0.02 -0.12 0.00
H -0.03 -0.02 0.08
H -0.03 0.02 0.08
H 0.04 -0.01 -0.09
H 0.03 0.00 -0.10
H 0.06 0.10 0.07
H 0.06 -0.02 0.13

Results
* total charge: 0
* DFT total energy: -1425.60865 hartree
* LUMO level: 0.60 eV
* energy relative to the best compared isomer or geometry (same formula, charge and spin): 0.0 kcal/mol
* orbital gap: 9.25 eV
* SMILES: CCCCN(C(=O)NC(=O)Nc1ccc(C)cn1)S(C)(=O)=O

---

Question: Number 4 is which compound?
Answer: C3H6O2

---

Question: What is the orbital gap in the third record?
Answer: 8.30 eV